1.
17
Properties=species:S:1:pos:R:3:forces:R:3 method="wB97M-V/def2-TZVPD" energy_ev=-7409.0519 total_charge=-1 largest_force_ev_per_a=2.5 gap_ev=6.91 homo_energy_ev=-2.51 de_lowest_kcal_mol=31.05
C 1.923205 0.588063 0.745690 1.0 -0.2 -0.3
C 0.771244 0.131416 1.636621 0.3 2.4 0.2
C 0.081656 1.097539 2.308673 0.1 -1.3 0.2
H 2.274485 -0.199072 0.055231 -0.4 0.1 0.5
H 1.636955 1.404444 0.067302 -0.2 -0.1 0.4
H 2.825842 0.935776 1.320561 -0.8 -0.2 -0.2
H 0.577999 -0.938013 1.592047 -0.3 0.4 0.4
H -0.769440 0.796688 2.960514 0.6 0.4 -0.5
H 0.320036 2.188052 2.240445 -0.2 -1.1 -0.1
C -0.837967 -1.382621 -1.374721 0.0 1.1 1.9
O -0.081149 -1.060878 -0.259892 -0.7 -1.0 -1.4
C -1.584164 -0.125519 -1.863527 0.6 -0.1 -2.1
H -1.601550 -2.181884 -1.189666 -0.1 0.1 0.1
H -0.275733 -1.783915 -2.200949 0.8 -0.3 -0.9
H -2.162418 -0.380129 -2.820042 0.4 0.5 1.0
H -0.845550 0.707125 -2.127911 -0.9 -1.1 0.5
H -2.253456 0.202921 -1.090372 -0.4 0.3 0.3

***

2.
18
Properties=species:S:1:pos:R:3:forces:R:3 method="wB97M-V/def2-TZVPD" energy_ev=-9458.1013 total_charge=-1 largest_force_ev_per_a=6.8 gap_ev=7.39 homo_energy_ev=-3.74 de_lowest_kcal_mol=44.46
C 1.197532 -0.485053 3.780224 -1.2 2.4 -1.9
C -0.019743 -0.643831 2.836469 4.2 1.3 -5.2
H 0.679696 0.014955 4.634438 1.7 -0.3 0.0
H 1.615802 -1.439732 3.894889 0.7 -1.1 1.2
H 1.983637 0.159738 3.163834 -1.6 -1.1 1.9
H -0.962528 -0.849207 3.167813 -2.4 -0.1 1.4
H 0.198516 -1.438699 2.062168 -0.2 0.4 0.9
H 0.061546 0.259855 2.071270 -1.2 -1.6 1.8
C 0.760607 0.606326 -1.422813 -2.9 -1.7 1.1
C 0.939452 -0.813726 -1.942957 0.1 0.5 -2.2
C -0.790265 0.600521 -1.379250 -1.1 1.5 0.1
O -1.462835 1.029183 -2.373290 1.2 -0.5 0.8
O -1.232217 0.104806 -0.319034 -0.3 -0.2 0.1
H 1.108405 0.615084 -0.398711 0.2 0.4 0.2
H 1.133810 1.399405 -1.983865 0.8 1.1 -1.3
H 1.843070 -0.726130 -2.475071 1.3 -0.5 -1.6
H 0.110181 -1.202265 -2.652679 1.4 0.6 1.5
H 1.262787 -1.450334 -1.175540 -0.6 -1.3 1.3

***

3.
18
Properties=species:S:1:pos:R:3:forces:R:3 method="wB97M-V/def2-TZVPD" energy_ev=-9459.5696 total_charge=-1 largest_force_ev_per_a=1.0 gap_ev=7.40 homo_energy_ev=-3.79 de_lowest_kcal_mol=10.60
C 0.947324 2.716821 -1.358656 0.5 0.0 -0.4
C 1.947065 1.571031 -1.115528 0.0 -0.3 0.2
C -0.401811 2.401131 -0.719774 -0.8 0.5 -0.4
H 1.373983 3.685438 -1.078215 -0.2 -0.1 0.4
H 0.788134 2.812937 -2.437704 0.0 0.1 0.0
H 1.492256 0.899161 -0.389619 0.2 -0.3 0.0
H -0.326606 1.796446 0.181149 0.0 0.0 0.0
H -1.023987 3.279478 -0.514808 0.4 0.2 0.2
H 2.929628 1.819077 -0.704843 -0.2 0.5 0.0
H 2.156539 1.000989 -2.019176 -0.2 -0.1 -0.1
H -1.031160 1.882157 -1.445981 0.2 -0.5 0.1
C -0.249537 -1.849543 -0.434832 0.1 0.2 -0.8
C -0.718420 -1.861577 1.027380 -0.2 0.2 0.1
O 0.025149 -1.241658 1.821788 0.2 0.0 0.1
O -1.826628 -2.395753 1.253365 0.1 -0.2 0.0
H -0.939730 -2.369535 -1.104767 -0.1 0.1 0.1
H 0.751289 -2.244972 -0.633540 0.0 -0.1 0.5
H -0.187386 -0.795189 -0.728878 -0.1 -0.1 -0.1

***

4.
18
Properties=species:S:1:pos:R:3:forces:R:3 method="wB97M-V/def2-TZVPD" energy_ev=-9459.6036 total_charge=-1 largest_force_ev_per_a=1.5 gap_ev=7.93 homo_energy_ev=-3.95 de_lowest_kcal_mol=9.81
C -0.037535 -0.900179 -1.647225 0.5 1.1 0.1
C 0.134189 0.674081 -1.491141 0.0 -0.4 0.3
O 1.333001 1.026905 -1.448233 0.2 0.2 -0.2
O -0.880916 1.380997 -1.309654 -0.2 -0.3 -0.3
H -0.292573 -1.186134 -2.665439 -0.4 0.1 -0.1
H -0.784543 -1.234854 -0.912512 0.3 -0.2 -0.4
H 0.990281 -1.247157 -1.486834 -0.5 -0.5 0.2
C 0.089352 -0.070066 1.770984 0.2 1.4 -0.5
C 0.882420 -1.344291 1.558278 -0.5 -0.7 -1.2
C -1.416892 -0.204366 1.988882 0.5 -1.1 0.2
H 0.554586 0.545834 2.550483 -0.2 -0.2 0.2
H 0.215639 0.568738 0.885647 0.0 -0.3 0.2
H 0.183326 -2.178802 1.401886 0.1 -0.1 0.4
H 1.608834 -1.604673 2.321164 0.0 0.0 0.2
H -1.838986 -0.920729 1.273018 0.1 0.2 -0.1
H -1.608847 -0.647275 2.977320 -0.2 0.3 0.0
H 1.376738 -1.305610 0.575975 0.2 0.2 0.5
H -1.917878 0.741280 1.836000 -0.2 0.2 0.2